<w>
41
Properties=species:S:1:pos:R:3 method="wB97M-V/def2-TZVPD" multiplicity=1 total_charge=-1 homo_energy_ev=-6.4 gap_ev=8.634
B 15.91 1.91 29.78
H 15.36 0.82 29.67
H 15.65 2.47 28.85
H 15.10 2.56 30.60
H 17.00 1.94 30.15
O 19.64 0.84 32.22
H 18.63 0.43 32.03
H 19.68 1.81 31.90
O 11.54 1.04 30.53
H 12.30 1.62 30.92
H 12.01 0.36 30.27
O 12.94 -0.40 29.10
H 13.76 -0.72 29.09
H 12.47 -0.88 29.67
O 15.29 -1.65 28.05
H 16.30 -1.84 28.20
H 15.32 -0.94 27.36
O 13.19 4.60 27.20
H 13.20 5.49 26.60
H 14.06 4.26 27.12
O 18.71 0.30 27.70
H 18.01 0.65 28.18
H 19.39 0.75 28.13
O 19.17 4.28 28.56
H 19.65 5.13 28.67
H 18.96 3.95 29.44
O 16.95 -0.24 32.24
H 16.79 0.34 31.41
H 16.83 0.28 33.13
O 13.45 0.31 32.33
H 13.84 0.98 31.76
H 13.76 -0.68 32.32
O 16.40 5.68 28.35
H 16.13 5.51 29.24
H 17.13 4.97 28.20
O 16.64 4.76 31.87
H 16.76 3.87 31.57
H 17.47 5.11 32.30
O 12.78 4.57 30.16
H 12.95 4.52 29.16
H 13.30 3.88 30.50

=====

<x>
41
Properties=species:S:1:pos:R:3 method="wB97M-V/def2-TZVPD" multiplicity=1 total_charge=-1 homo_energy_ev=-6.4 gap_ev=8.936
B -13.03 9.39 -24.83
H -12.74 8.97 -23.68
H -12.49 8.62 -25.68
H -14.25 9.44 -24.96
H -12.51 10.50 -24.92
O -14.77 11.71 -22.98
H -15.71 11.62 -22.96
H -14.53 11.26 -23.77
O -14.38 9.40 -21.29
H -14.51 10.24 -21.60
H -14.36 9.52 -20.32
O -9.86 9.72 -23.28
H -9.96 9.59 -22.38
H -10.76 9.76 -23.60
O -11.50 6.42 -22.98
H -12.02 5.60 -22.99
H -12.02 7.18 -23.28
O -14.94 6.83 -22.06
H -14.75 7.77 -21.96
H -14.66 6.67 -22.95
O -12.19 11.30 -21.73
H -12.71 10.55 -22.00
H -11.89 11.82 -22.49
O -14.11 6.63 -24.45
H -14.92 6.30 -24.85
H -14.06 7.56 -24.76
O -9.47 7.25 -24.64
H -9.78 8.12 -24.77
H -10.25 6.85 -24.21
O -11.33 12.83 -23.71
H -11.56 12.38 -24.49
H -10.40 13.14 -23.88
O -10.24 6.96 -27.73
H -10.55 7.21 -28.56
H -10.06 7.76 -27.22
O -9.95 9.61 -26.63
H -10.84 9.84 -26.44
H -9.41 10.34 -26.36
O -11.94 5.66 -25.94
H -11.56 6.29 -26.60
H -12.70 5.94 -25.48

=====

Structures ranked by computed energy, the most stable listed first: <x>, <w>.

=====

<w>
23
Properties=species:S:1:pos:R:3 method="wB97M-V/def2-TZVPD" multiplicity=1 total_charge=+1 homo_energy_ev=-13.2 gap_ev=7.392
C 0.21 -2.00 -0.40
C 0.22 -0.60 0.32
C -2.10 0.66 0.09
C -1.06 -0.04 0.17
C 1.50 1.64 0.54
C 1.65 1.24 -0.96
C 1.71 0.20 0.16
C -3.67 0.43 0.17
N 2.81 -0.50 0.58
H -0.48 -2.77 0.14
H -0.01 -1.81 -1.40
H 0.17 -0.84 1.46
H -1.74 1.70 -0.37
H 2.29 2.11 0.95
H 0.65 2.00 1.02
H 0.68 1.20 -1.58
H 2.58 1.29 -1.60
H -4.19 0.72 -0.71
H -4.10 -0.61 0.39
H -3.98 1.05 0.88
H 3.31 -0.16 1.42
H 3.09 -1.37 0.27
H 1.28 -2.22 -0.28

=====

<x>
23
Properties=species:S:1:pos:R:3 method="wB97M-V/def2-TZVPD" multiplicity=1 total_charge=+1 homo_energy_ev=-14.3 gap_ev=10.082
C -3.03 1.86 0.00
C -2.40 1.32 -0.85
C 0.27 -0.31 0.54
C 1.22 0.48 -0.28
C -1.63 -1.95 0.70
C -1.19 -1.94 -0.74
C 1.46 1.81 0.35
C 2.63 -0.29 -0.02
N -0.61 -1.09 0.12
H -3.36 2.16 0.90
H 0.98 0.50 -1.36
H -2.00 1.09 -1.88
H 0.58 -0.07 1.56
H -2.68 -1.52 0.86
H -1.29 -2.79 1.38
H -0.53 -2.79 -1.04
H -1.79 -1.61 -1.63
H 1.42 1.84 1.38
H 2.47 2.04 0.06
H 0.79 2.51 -0.04
H 2.54 -1.21 -0.53
H 2.78 -0.39 0.99
H 3.38 0.36 -0.46

=====

Structures ranked by computed energy, the most stable listed first: <x>, <w>.

=====

<w>
8
Properties=species:S:1:pos:R:3 method="wB97M-V/def2-TZVPD" multiplicity=1 total_charge=-1 homo_energy_ev=-4.6 gap_ev=7.971 smiles="[S-]C=C1N=NN=N1"
S -1.83 -0.23 -2.06
C -0.48 -0.63 -1.17
C -0.06 0.00 -0.03
N 1.09 -0.41 0.66
N 1.22 0.29 1.68
N 0.25 1.26 1.68
N -0.51 1.13 0.64
H 0.31 -1.40 -1.41

=====

<x>
8
Properties=species:S:1:pos:R:3 method="wB97M-V/def2-TZVPD" multiplicity=1 total_charge=-1 homo_energy_ev="-4.7 / -4.8" gap_ev="7.333 / 7.520"
C -0.36 -0.46 0.06
C 1.60 1.54 0.10
N -1.59 -0.02 -0.14
N -0.17 -1.76 0.01
N -2.23 -1.15 -0.32
N -1.40 -2.18 -0.23
S 1.94 2.53 1.30
H 2.21 1.51 -0.79

=====

Structures ranked by computed energy, the most stable listed first: <w>, <x>.

=====

<w>
9
Properties=species:S:1:pos:R:3 method="wB97M-V/def2-TZVPD" multiplicity=1 total_charge=0 homo_energy_ev=-9.8 gap_ev=9.597
C -1.64 -0.79 -0.88
C 1.59 1.38 0.38
O -0.60 -1.56 1.40
O 0.90 1.77 -0.49
S -1.16 -1.97 0.15
Cl 2.62 2.37 1.37
Cl 2.04 -0.33 0.63
H -1.82 -1.13 -1.90
H -1.92 0.26 -0.67

=====

<x>
9
Properties=species:S:1:pos:R:3 method="wB97M-V/def2-TZVPD" multiplicity=1 total_charge=0 homo_energy_ev=-9.7 gap_ev=9.504
C 0.43 0.35 -0.01
C -2.74 0.38 -2.16
O 1.34 2.64 0.19
O -1.61 0.20 -2.42
S 0.80 1.69 -0.81
Cl -3.63 1.92 -2.31
Cl -3.88 -0.83 -1.65
H 0.54 0.20 0.98
H 0.03 -0.48 -0.39

=====

Structures ranked by computed energy, the most stable listed first: <w>, <x>.

=====

<w>
9
Properties=species:S:1:pos:R:3 method="wB97M-V/def2-TZVPD" multiplicity=1 total_charge=+1 homo_energy_ev="-15.4 / -15.4" gap_ev="6.735 / 6.707"
C 0.68 0.82 -0.17
C 0.09 -0.55 0.09
N 1.88 0.32 0.03
N 1.51 -0.98 0.01
O 3.68 1.02 0.03
O 2.12 -1.98 -0.06
H 0.27 1.80 -0.21
H -0.29 -0.63 1.12
H -0.59 -1.08 -0.56

=====

<x>
9
Properties=species:S:1:pos:R:3 method="wB97M-V/def2-TZVPD" multiplicity=1 total_charge=+1 homo_energy_ev=-16.3 gap_ev=8.930
C -1.82 0.54 0.16
C 1.59 -0.17 -0.45
N -0.68 0.62 0.58
N 0.67 -0.95 -0.09
O -2.82 0.56 -0.43
O 0.11 -1.89 0.24
H 1.45 0.85 -0.29
H 2.19 -0.72 -1.16
H -0.70 1.16 1.43

=====

Structures ranked by computed energy, the most stable listed first: <x>, <w>.

=====

<w>
30
Properties=species:S:1:pos:R:3 method="wB97M-V/def2-TZVPD" multiplicity=1 total_charge=0 homo_energy_ev=-10.0 gap_ev=10.734 smiles=CO.CO.CO.CO.CO
C -0.54 2.49 1.52
O -1.41 3.44 0.93
H -0.86 1.49 1.25
H 0.49 2.67 1.19
H -0.55 2.55 2.61
H -1.29 4.27 1.40
C 4.81 0.43 -0.88
O 4.69 1.51 0.04
H 5.80 0.40 -1.35
H 4.61 -0.54 -0.42
H 4.05 0.56 -1.65
H 5.02 1.25 0.90
C -2.60 0.93 -1.57
O -4.02 0.99 -1.69
H -2.10 1.87 -1.33
H -2.34 0.18 -0.81
H -2.22 0.54 -2.51
H -4.36 1.51 -0.96
C 1.00 -0.60 -0.81
O 0.18 -0.70 0.34
H 1.93 -1.15 -0.66
H 0.49 -1.01 -1.69
H 1.25 0.45 -0.97
H -0.60 -1.21 0.13
C -1.99 -3.55 1.46
O -1.39 -3.73 0.19
H -1.76 -2.55 1.82
H -3.08 -3.65 1.42
H -1.60 -4.24 2.22
H -1.59 -4.61 -0.12

=====

<x>
30
Properties=species:S:1:pos:R:3 method="wB97M-V/def2-TZVPD" multiplicity=1 total_charge=0 homo_energy_ev=-10.1 gap_ev=10.219 smiles=CO.CO.CO.CO.CO
C 0.47 -0.87 -1.03
O 0.61 0.07 0.03
H 0.31 -0.40 -2.01
H 1.33 -1.53 -1.02
H -0.45 -1.47 -1.06
H -0.27 0.42 0.19
C -4.78 -1.30 0.18
O -3.67 -1.66 -0.62
H -4.65 -0.48 0.90
H -5.55 -0.85 -0.48
H -5.21 -2.21 0.59
H -3.37 -0.87 -1.08
C 1.85 -2.39 2.26
O 2.66 -1.57 1.45
H 2.35 -3.35 2.36
H 1.73 -1.98 3.28
H 0.82 -2.56 1.92
H 2.11 -0.86 1.08
C 0.35 2.68 -4.25
O 0.16 1.80 -5.36
H -0.54 3.18 -3.90
H 0.80 2.04 -3.48
H 1.00 3.53 -4.48
H 1.02 1.64 -5.75
C 2.16 1.39 3.28
O 1.23 2.12 4.10
H 2.33 2.10 2.45
H 3.16 1.15 3.63
H 1.65 0.57 2.77
H 0.38 1.68 4.03

=====

Structures ranked by computed energy, the most stable listed first: <w>, <x>.